1.
{"formula": "C2H7N3O2", "method": "the ωB97M-V functional and the def2-TZVPD basis", "de_lowest_kcal_mol": 172.2, "gap_ev": 10.28, "largest_force_ha_per_bohr": 0.1262, "e_tot_ha": -394.930541, "e_homo_ev": -9.700, "e_lumo_ev": 0.6, "symbols": ["C", "C", "N", "N", "N", "O", "O", "H", "H", "H", "H", "H", "H", "H"], "coordinates": [[-1.369, 0.291, -0.243], [0.032, 0.701, -0.811], [2.454, -0.800, 1.372], [1.170, 0.641, 0.104], [1.680, -1.035, 0.511], [1.522, -1.921, -0.268], [3.162, -1.884, 1.858], [-1.379, -0.774, -0.158], [-1.532, 0.700, 0.788], [-2.149, 0.676, -0.929], [0.391, 0.143, -1.731], [0.155, 1.805, -1.308], [0.921, 0.857, 1.030], [3.089, -2.581, 1.185]]}



2.
{"formula": "C2H7N3O4S", "method": "the ωB97M-V functional and the def2-TZVPD basis", "de_lowest_kcal_mol": 0.7, "gap_ev": 9.77, "largest_force_ha_per_bohr": 0.0730, "e_tot_ha": -943.847471, "e_homo_ev": -9.617, "e_lumo_ev": 0.2, "symbols": ["C", "C", "N", "N", "N", "O", "O", "O", "O", "S", "H", "H", "H", "H", "H", "H", "H"], "coordinates": [[-1.732, -1.099, 0.555], [-1.281, 0.326, 0.388], [-1.052, -2.027, -0.110], [-1.734, 1.068, 1.413], [2.089, 0.957, -0.860], [-0.568, 0.644, -0.561], [-2.788, -1.251, 1.160], [1.347, -0.230, 1.572], [1.749, -1.698, -0.407], [2.312, -0.708, 0.552], [-0.064, -1.719, -0.460], [-1.317, -2.965, 0.081], [-2.122, 1.997, 1.218], [-2.379, 0.585, 2.016], [1.806, 0.680, -1.781], [2.756, 1.654, -0.690], [1.198, 1.002, -0.273]]}



3.
{"formula": "C2H7N3OS", "method": "the ωB97M-V functional and the def2-TZVPD basis", "de_lowest_kcal_mol": 100.6, "gap_ev": 9.48, "largest_force_ha_per_bohr": 0.1071, "e_tot_ha": -717.915562, "e_homo_ev": -8.840, "e_lumo_ev": 0.6, "symbols": ["C", "C", "H", "H", "H", "H", "H", "H", "H", "N", "N", "N", "O", "S"], "coordinates": [[0.030, 0.226, 1.243], [-0.380, 0.159, -0.162], [-0.738, -1.165, 2.536], [0.716, -1.790, 1.118], [-0.830, 0.827, 1.689], [0.888, 1.005, 1.257], [-0.059, -0.363, -2.075], [2.753, 0.020, -0.648], [-2.324, 1.597, -2.235], [0.503, -1.019, 1.966], [0.449, -0.315, -1.119], [-1.447, 0.832, -0.502], [-1.462, 1.035, -2.045], [1.899, -1.048, -1.021]]}



4.
{"formula": "C2H7N3S", "method": "the ωB97M-V functional and the def2-TZVPD basis", "de_lowest_kcal_mol": 34.4, "gap_ev": 8.70, "smiles": "C/C(=N\\S)NN", "largest_force_ha_per_bohr": 0.0712, "e_tot_ha": -642.797861, "e_homo_ev": -7.808, "e_lumo_ev": 0.9, "symbols": ["C", "C", "N", "S", "N", "N", "H", "H", "H", "H", "H", "H", "H"], "coordinates": [[0.234, -1.329, -0.275], [-0.309, 0.023, 0.083], [-1.125, 0.181, 1.100], [-1.469, -1.192, 2.135], [-0.053, 1.147, -0.636], [1.145, 1.152, -1.282], [0.637, -1.247, -1.322], [-0.628, -1.971, -0.155], [1.044, -1.567, 0.413], [-1.904, -0.411, 3.163], [-0.513, 1.982, -0.277], [1.114, 1.557, -2.200], [1.828, 1.677, -0.747]]}



5.
{"formula": "C2H7N3S", "method": "the ωB97M-V functional and the def2-TZVPD basis", "de_lowest_kcal_mol": 43.1, "gap_ev": 8.94, "smiles": "CN(N)/C=N\\S", "largest_force_ha_per_bohr": 0.0387, "e_tot_ha": -642.783993, "e_homo_ev": -8.109, "e_lumo_ev": 0.8, "symbols": ["C", "N", "N", "C", "N", "S", "H", "H", "H", "H", "H", "H", "H"], "coordinates": [[1.326, -1.085, 0.431], [1.188, 0.288, 0.046], [2.307, 1.035, 0.336], [-0.006, 0.954, -0.034], [-1.239, 0.705, -0.182], [-1.856, -0.872, -0.356], [1.343, -1.174, 1.530], [0.539, -1.707, 0.016], [2.310, -1.425, 0.068], [2.539, 1.685, -0.424], [2.124, 1.597, 1.186], [0.208, 2.032, 0.127], [-3.075, -0.463, -0.594]]}



6.
{"formula": "C2H7N3S", "method": "the ωB97M-V functional and the def2-TZVPD basis", "de_lowest_kcal_mol": 88.4, "gap_ev": 8.68, "smiles": "CN(N)/C=N\\S", "largest_force_ha_per_bohr": 0.0811, "e_tot_ha": -642.711854, "e_homo_ev": -7.892, "e_lumo_ev": 0.8, "symbols": ["C", "N", "N", "C", "N", "S", "H", "H", "H", "H", "H", "H", "H"], "coordinates": [[-1.199, 1.142, 0.984], [-0.291, 0.449, -0.081], [0.985, 1.024, 0.068], [-0.533, -0.799, -0.554], [0.120, -1.829, -1.054], [1.757, -1.346, -1.512], [-1.163, 2.314, 1.119], [-2.172, 0.796, 0.666], [-0.878, 0.773, 1.936], [1.381, 0.446, 0.915], [1.474, 1.155, -0.869], [-1.337, -1.357, -0.149], [1.857, -2.768, -1.469]]}



7.
{"formula": "C2H7N3S2", "method": "the ωB97M-V functional and the def2-TZVPD basis", "de_lowest_kcal_mol": 125.6, "gap_ev": 8.01, "largest_force_ha_per_bohr": 0.1214, "e_tot_ha": -1040.821897, "e_homo_ev": -8.188, "e_lumo_ev": -0.2, "symbols": ["C", "C", "H", "H", "H", "H", "H", "H", "H", "N", "N", "N", "S", "S"], "coordinates": [[0.572, 0.946, 0.588], [-0.499, -0.134, 0.435], [0.793, 0.750, -1.456], [1.763, 2.386, -0.557], [0.993, 0.700, 1.676], [0.000, 1.825, 0.690], [-0.387, -2.129, -0.452], [1.912, -0.616, -0.614], [-4.112, -0.456, 0.181], [1.591, 0.970, -0.568], [0.061, -1.495, 0.301], [-1.736, 0.274, -0.079], [1.763, -1.956, 0.005], [-2.713, -1.065, -0.148]]}



8.
{"formula": "C2H7N3S2", "method": "the ωB97M-V functional and the def2-TZVPD basis", "de_lowest_kcal_mol": 21.0, "gap_ev": 8.19, "largest_force_ha_per_bohr": 0.0632, "e_tot_ha": -1040.345347, "e_homo_ev": -17.573, "e_lumo_ev": -9.4, "total_charge": 2, "symbols": ["C", "C", "N", "N", "N", "S", "S", "H", "H", "H", "H", "H", "H", "H"], "coordinates": [[0.020, 0.783, -0.266], [0.250, -0.664, -0.726], [1.180, 1.348, 0.030], [-1.081, 1.465, -0.353], [-0.617, -1.563, 0.639], [1.924, -1.216, -0.631], [2.685, 0.455, 0.313], [-0.410, -1.060, -1.496], [1.210, 2.292, 0.380], [-1.909, 0.952, -0.594], [-1.147, 2.535, -0.167], [-1.380, -2.169, 0.359], [-0.852, -0.927, 1.412], [0.126, -2.229, 1.101]]}



9.
{"formula": "C2H7N4", "method": "the ωB97M-V functional and the def2-TZVPD basis", "de_lowest_kcal_mol": 81.9, "gap_ev": 10.72, "smiles": "NC1=N[NH2+]NC1", "largest_force_ha_per_bohr": 0.0751, "e_tot_ha": -299.091491, "e_homo_ev": -14.429, "e_lumo_ev": -3.7, "total_charge": 1, "symbols": ["N", "C", "N", "N", "N", "C", "H", "H", "H", "H", "H", "H", "H"], "coordinates": [[-2.080, 0.338, -0.015], [-0.747, 0.329, 0.000], [-0.061, 1.401, 0.132], [1.295, 1.048, -0.177], [1.434, -0.368, 0.110], [0.127, -0.939, -0.154], [-2.567, -0.582, -0.007], [-2.691, 1.236, 0.102], [1.500, 1.215, -1.244], [2.130, 1.562, 0.446], [1.758, -0.530, 1.140], [-0.081, -1.905, 0.507], [0.081, -1.255, -1.129]]}



10.
{"formula": "C2H7N4", "method": "the ωB97M-V functional and the def2-TZVPD basis", "de_lowest_kcal_mol": 94.6, "gap_ev": 10.06, "largest_force_ha_per_bohr": 0.1713, "e_tot_ha": -299.071229, "e_homo_ev": -14.183, "e_lumo_ev": -4.1, "total_charge": 1, "symbols": ["C", "C", "N", "N", "N", "N", "H", "H", "H", "H", "H", "H", "H"], "coordinates": [[1.851, 1.472, -0.582], [-1.670, -1.297, -0.863], [2.974, 1.569, -0.303], [0.655, 1.282, -0.289], [-1.016, -0.730, 0.160], [-0.856, -0.937, 1.459], [-1.622, -1.052, -1.826], [-2.164, -2.222, -0.538], [3.857, 1.791, -0.680], [0.141, 2.196, -0.333], [-0.414, 0.039, -0.106], [-1.478, -1.736, 1.809], [-0.257, -0.376, 2.091]]}



11.
{"formula": "C2H7N4O", "method": "the ωB97M-V functional and the def2-TZVPD basis", "de_lowest_kcal_mol": 94.1, "gap_ev": 10.68, "largest_force_ha_per_bohr": 0.0258, "e_tot_ha": -374.299596, "e_homo_ev": -13.996, "e_lumo_ev": -3.3, "total_charge": 1, "symbols": ["C", "C", "N", "N", "N", "N", "O", "H", "H", "H", "H", "H", "H", "H"], "coordinates": [[-2.250, -0.110, 0.058], [0.846, -0.037, -1.094], [-1.127, -0.050, -0.198], [1.659, -0.075, -0.101], [2.201, 0.984, 0.562], [-3.500, -0.151, 0.369], [2.015, -1.275, 0.442], [0.590, -0.965, -1.580], [0.577, 0.904, -1.540], [2.870, -1.582, 0.092], [1.758, 1.874, 0.366], [2.321, 0.811, 1.558], [-3.973, -1.031, 0.486], [-3.987, 0.704, 0.579]]}



12.
{"formula": "C2H7N4S", "method": "the ωB97M-V functional and the def2-TZVPD basis", "de_lowest_kcal_mol": 35.4, "gap_ev": [8.43, 8.43], "largest_force_ha_per_bohr": 0.1137, "e_tot_ha": -697.289601, "e_homo_ev": [-12.268, -12.268], "e_lumo_ev": [-3.8, -3.8], "total_charge": 1, "symbols": ["C", "C", "N", "N", "N", "N", "S", "H", "H", "H", "H", "H", "H", "H"], "coordinates": [[-1.623, -0.222, 0.019], [0.788, 0.636, 0.034], [1.935, 0.008, 0.110], [-0.313, -0.180, 0.036], [-2.114, -1.438, -0.348], [3.133, 0.417, 0.021], [-3.008, 0.961, 0.213], [-2.232, 2.060, 0.714], [0.758, 1.792, 0.099], [0.221, -1.099, 0.157], [-1.619, -2.194, -0.788], [-3.105, -1.832, -0.368], [3.364, 1.363, -0.121], [3.814, -0.273, 0.224]]}